A structure of composition C46H121F6N12O15PbS2 in a non-equilibrium geometry, computed with ωB97M-V with the def2-TZVPD basis set.

```
! RIJCOSX wB97M-V def2-TZVPD def2/J DEFGRID3
* xyz 1 1
Pb 0.642 3.085 -1.093
C 0.138 -1.420 -1.189
F -0.694 -2.462 -1.074
F 1.281 -1.818 -0.680
F 0.266 -1.160 -2.474
S -0.717 0.019 -0.245
O -1.236 0.935 -1.278
O -1.664 -0.587 0.631
N 0.519 0.990 0.360
S 0.816 0.311 1.809
O 0.193 0.944 2.949
O 0.835 -1.134 1.910
C 2.641 0.639 2.025
F 3.019 0.133 3.176
F 3.360 0.145 1.030
F 2.793 1.971 2.139
C -1.305 -3.035 5.143
C 0.178 -3.149 5.473
C 0.530 -4.544 5.968
O -0.242 -4.736 7.145
C -0.592 -6.108 7.367
N 1.007 -2.723 4.340
H -1.979 -3.075 6.004
H -1.622 -3.804 4.427
H -1.680 -2.134 4.644
H 0.387 -2.433 6.274
H 1.582 -4.649 6.248
H 0.240 -5.277 5.205
H -1.100 -6.071 8.327
H 0.324 -6.702 7.383
H -1.255 -6.466 6.576
H 0.767 -1.775 4.084
H 0.839 -3.323 3.532
C 2.309 7.573 -2.010
C 2.257 6.213 -1.351
C 1.497 6.281 -0.027
O 1.554 4.991 0.561
C 1.165 4.970 1.925
N 1.519 5.283 -2.276
H 2.777 7.647 -2.992
H 2.979 8.145 -1.354
H 1.325 8.039 -2.064
H 3.237 5.736 -1.330
H 0.466 6.642 -0.126
H 1.969 6.968 0.683
H 0.124 5.304 1.985
H 1.771 5.533 2.637
H 1.184 3.956 2.326
H 2.068 5.238 -3.128
H 0.618 5.673 -2.545
C -3.123 2.153 -6.932
C -2.623 2.406 -5.482
C -3.458 1.788 -4.374
O -4.470 2.724 -4.027
C -5.257 2.306 -2.923
N -1.219 1.950 -5.366
H -3.458 1.119 -7.017
H -2.284 2.381 -7.589
H -3.922 2.828 -7.240
H -2.665 3.490 -5.327
H -2.843 1.445 -3.533
H -3.858 0.839 -4.747
H -5.968 3.129 -2.866
H -4.752 2.162 -1.962
H -5.769 1.362 -3.106
H -1.247 0.920 -5.463
H -0.794 2.161 -6.267
C 0.029 -2.684 -5.344
C -0.701 -1.615 -6.194
C -1.289 -2.158 -7.462
O -0.228 -2.641 -8.271
C -0.569 -3.066 -9.569
N -1.747 -1.136 -5.260
H -0.642 -3.484 -5.035
H 0.544 -2.272 -4.473
H 0.858 -3.116 -5.918
H 0.036 -0.834 -6.411
H -1.771 -1.320 -7.984
H -1.975 -2.998 -7.303
H -1.577 -3.460 -9.725
H 0.172 -3.857 -9.723
H -0.378 -2.289 -10.319
H -1.374 -1.061 -4.330
H -2.526 -1.760 -5.404
C 2.442 0.349 -4.186
C 2.013 1.271 -3.034
C 3.254 1.769 -2.299
O 3.038 2.684 -1.219
C 4.237 3.055 -0.556
N 1.079 2.323 -3.543
H 3.224 0.822 -4.787
H 1.644 -0.127 -4.743
H 3.077 -0.433 -3.745
H 1.468 0.708 -2.279
H 3.937 2.233 -3.028
H 3.889 0.958 -1.925
H 4.696 2.132 -0.182
H 3.941 3.501 0.395
H 4.990 3.656 -1.064
H 0.252 1.960 -4.032
H 1.600 2.766 -4.300
C -0.936 -5.962 2.076
C 0.145 -5.372 1.156
C -0.219 -5.454 -0.317
O 0.911 -4.897 -1.053
C 0.588 -4.616 -2.398
N 0.364 -3.945 1.575
H -0.765 -5.731 3.126
H -0.909 -7.040 1.899
H -1.958 -5.599 1.938
H 1.091 -5.890 1.313
H -0.979 -4.727 -0.618
H -0.343 -6.493 -0.629
H 1.409 -3.993 -2.766
H -0.251 -3.924 -2.523
H 0.581 -5.525 -2.998
H -0.268 -3.450 0.944
H 1.260 -3.694 1.155
C -6.701 -3.396 -6.090
C -6.215 -2.622 -4.820
C -4.729 -2.183 -4.962
O -4.022 -2.058 -3.730
C -4.052 -3.286 -2.999
N -7.020 -1.444 -4.612
H -6.031 -4.238 -6.255
H -6.769 -2.703 -6.929
H -7.713 -3.760 -5.913
H -6.308 -3.430 -4.087
H -4.641 -1.334 -5.637
H -4.238 -2.995 -5.521
H -3.251 -3.349 -2.264
H -4.186 -4.165 -3.626
H -4.908 -3.216 -2.317
H -8.001 -1.610 -4.432
H -6.663 -0.874 -3.859
C 10.552 2.694 4.579
C 9.306 2.173 5.290
C 8.195 1.865 4.273
O 6.979 1.644 4.914
C 5.915 1.201 4.111
N 9.690 0.987 6.042
H 10.398 3.712 4.214
H 10.818 2.036 3.756
H 11.337 2.795 5.329
H 8.737 2.927 5.859
H 8.506 0.967 3.718
H 8.229 2.701 3.560
H 5.542 2.038 3.507
H 5.150 0.871 4.811
H 6.222 0.365 3.473
H 8.915 0.735 6.654
H 10.414 1.231 6.712
C -3.501 5.715 -2.357
C -2.248 5.106 -1.643
C -2.707 4.475 -0.342
O -1.566 3.791 0.214
C -1.862 3.316 1.507
N -1.649 4.081 -2.518
H -4.099 4.911 -2.794
H -3.129 6.265 -3.224
H -4.169 6.312 -1.739
H -1.572 5.939 -1.448
H -3.430 3.672 -0.522
H -3.053 5.231 0.365
H -1.013 2.843 1.997
H -2.757 2.687 1.536
H -2.104 4.122 2.219
H -2.389 3.426 -2.767
H -1.365 4.493 -3.403
C 1.297 0.650 6.086
C 2.169 1.884 5.775
C 1.374 3.158 5.527
O 2.233 4.141 4.961
C 2.288 5.387 5.630
N 3.096 2.033 6.879
H 1.741 -0.202 6.602
H 0.837 0.243 5.181
H 0.468 0.925 6.748
H 2.669 1.584 4.847
H 0.970 3.535 6.474
H 0.510 3.061 4.863
H 1.304 5.861 5.592
H 3.046 5.970 5.106
H 2.660 5.296 6.655
H 3.731 1.259 6.972
H 3.538 2.933 6.982
C -2.851 -3.270 2.454
C -3.884 -4.040 3.292
C -3.366 -5.236 4.090
O -2.780 -6.139 3.146
C -2.193 -7.203 3.894
N -4.697 -3.158 4.089
H -3.393 -2.447 1.990
H -2.322 -3.889 1.734
H -2.086 -2.836 3.104
H -4.486 -4.566 2.529
H -4.129 -5.672 4.737
H -2.559 -4.838 4.721
H -1.258 -6.897 4.370
H -1.891 -7.953 3.155
H -2.914 -7.690 4.550
H -5.538 -3.601 4.457
H -5.169 -2.457 3.521
*
```

For the frontier orbital gap, the calculation gives 7.00 eV. The lowest unoccupied orbital energy is -2.3 eV. The calculation puts the total energy at -5198.76584 Ha. Its relative energy (zero: lowest compared OMol25 entry of this formula, charge and spin) is 5.090 eV.

Mulliken atomic charge list, values in e, 99 entries: number 1, Pb, carries 2.851; number 2, C, carries 0.040; number 3, F, carries -0.211; number 4, F, carries -0.177; number 5, F, carries 0.401; number 6, S, carries 0.353; number 7, O, carries -0.520; number 8, O, carries -0.420; number 9, N, carries 0.597; number 10, S, carries -0.475; number 11, O, carries -0.593; number 12, O, carries -0.118; number 13, C, carries 0.035; number 14, F, carries -0.082; number 15, F, carries -0.187; number 16, F, carries 0.037; number 17, C, carries -0.356; number 18, C, carries 0.530; number 19, C, carries -0.867; number 20, O, carries -0.375; number 21, C, carries -0.610; number 22, N, carries -0.530; number 23, H, carries 0.598; number 24, H, carries -1.436; number 25, H, carries 0.562; number 26, H, carries 0.314; number 27, H, carries 0.454; number 28, H, carries -0.015; number 29, H, carries 0.276; number 30, H, carries 0.288; number 31, H, carries 0.151; number 32, H, carries -0.070; number 33, H, carries 0.322; number 34, C, carries -1.625; number 35, C, carries 0.459; number 36, C, carries -1.034; number 37, O, carries 0.082; number 38, C, carries -0.802; number 39, N, carries -0.295; number 40, H, carries 0.398; number 41, H, carries 0.426; number 42, H, carries 0.350; number 43, H, carries 0.095; number 44, H, carries 0.294; number 45, H, carries 0.544; number 46, H, carries 0.340; number 47, H, carries 0.435; number 48, H, carries -0.157; number 49, H, carries 0.250; number 50, H, carries 0.085; number 51, C, carries -1.493; number 52, C, carries -0.231; number 53, C, carries 0.814; number 54, O, carries -0.459; number 55, C, carries -0.212; number 56, N, carries -0.138; number 57, H, carries 0.124; number 58, H, carries 0.464; number 59, H, carries 0.401; number 60, H, carries 0.396; number 61, H, carries -0.026; number 62, H, carries -0.321; number 63, H, carries 0.318; number 64, H, carries 0.047; number 65, H, carries 0.036; number 66, H, carries -0.140; number 67, H, carries 0.256; number 68, C, carries -1.458; number 69, C, carries 0.709; number 70, C, carries -0.882; number 71, O, carries -0.367; number 72, C, carries -0.800; number 73, N, carries 0.626; number 74, H, carries 0.307; number 75, H, carries -0.039; number 76, H, carries 0.529; number 77, H, carries 0.296; number 78, H, carries 0.447; number 79, H, carries 0.469; number 80, H, carries 0.332; number 81, H, carries 0.270; number 82, H, carries 0.261; number 83, H, carries -0.139; number 84, H, carries -0.557; number 85, C, carries -1.667; number 86, C, carries 0.960; number 87, C, carries -1.327; number 88, O, carries 0.239; number 89, C, carries -1.218; number 90, N, carries -0.018; number 91, H, carries 0.470; number 92, H, carries 0.165; number 93, H, carries 0.516; number 94, H, carries -0.724; number 95, H, carries 0.458; number 96, H, carries 0.612; number 97, H, carries 0.467; number 98, H, carries 0.199; number 99, H, carries 0.338